Entry 1:
Molecular formula: C34H55ClN3OP2Pb
Method: DFT, wB97M-V/def2-TZVPD

The geometry in XYZ format:
```
97
Properties=species:S:1:pos:R:3:forces:R:3
C -2.1913 0.6084 1.9381 -0.739 -0.249 0.299
C -1.8398 -1.6032 1.1746 1.937 -0.612 -1.046
C -3.4075 0.2295 2.4892 0.085 1.044 0.148
C -3.2038 -1.8987 1.4346 -1.017 0.246 0.618
C -3.9715 -1.0062 2.1884 1.182 -1.461 -0.795
H -3.9270 0.9444 3.1028 -0.279 0.153 0.038
H -3.5646 -2.8822 1.1209 -0.016 0.301 0.343
H -4.9362 -1.3057 2.5895 0.047 0.167 -0.275
N -1.4234 -0.2874 1.3103 0.972 0.759 -0.211
P -0.7036 2.7528 0.7361 -1.000 0.552 0.159
P 0.8816 -2.3870 0.7041 -1.119 -0.240 0.190
C -1.7952 2.0938 2.0690 -0.117 -0.365 0.342
H -2.7266 2.6874 2.0790 0.401 -0.205 0.130
H -1.3169 2.2356 3.0551 -0.059 0.026 -0.405
C -0.9020 -2.6276 0.7942 -1.549 1.848 -1.645
H -1.3880 -3.4746 0.2949 0.363 0.046 0.490
C 1.7089 -3.1799 -0.9638 -0.795 -0.148 1.068
C 1.0877 -3.4186 2.3445 0.732 0.140 -0.999
C -1.9578 3.3107 -0.6091 0.514 0.223 0.444
C 0.2241 4.1995 1.5347 -0.440 -0.018 -0.210
C 2.1526 -2.0943 -1.9623 -0.127 0.046 0.234
H 2.8573 -1.3723 -1.5306 -0.101 -0.124 -0.018
H 2.6668 -2.5983 -2.7943 -0.063 0.094 0.171
H 1.3029 -1.5551 -2.4036 0.185 -0.080 0.247
C 2.9281 -4.0043 -0.5624 0.087 -0.137 -0.228
H 3.6825 -3.3831 -0.0685 -0.067 -0.125 0.014
H 2.6795 -4.8631 0.0721 0.082 0.292 -0.115
H 3.3866 -4.4045 -1.4761 -0.003 0.025 0.094
C 0.6532 -4.0349 -1.6672 0.172 -0.173 -0.083
H 1.1026 -4.5313 -2.5430 -0.040 0.096 0.173
H 0.2265 -4.8231 -1.0262 0.080 0.354 -0.183
H -0.1401 -3.3766 -2.0386 0.379 -0.317 0.289
C 2.5686 -3.4215 2.7300 -0.104 -0.449 0.323
H 2.9531 -2.3949 2.8319 -0.083 -0.322 -0.001
H 2.6729 -3.9200 3.7036 0.197 0.103 -0.141
H 3.1890 -3.9534 2.0042 -0.086 0.097 0.201
C 0.2796 -2.7366 3.4708 -0.231 -0.080 -0.185
H 0.5260 -1.6697 3.5691 -0.066 -0.179 -0.065
H -0.8080 -2.8222 3.3123 0.523 0.058 0.009
H 0.5128 -3.2028 4.4418 0.079 -0.013 -0.343
C 0.4972 -4.7976 1.9956 0.081 -0.067 0.555
H -0.5594 -4.6771 1.7045 0.556 -0.165 0.266
H 1.0335 -5.2812 1.1697 -0.076 0.046 0.276
H 0.5364 -5.4562 2.8740 0.041 0.022 -0.144
C 0.9916 4.9569 0.4344 0.062 0.086 0.082
H 1.6121 5.7297 0.9127 -0.117 -0.172 -0.146
H 1.6620 4.2927 -0.1300 -0.121 0.091 0.127
H 0.3300 5.4637 -0.2822 0.170 -0.174 0.265
C 1.2297 3.5975 2.5389 -0.141 0.029 -0.098
H 0.7223 3.0055 3.3144 0.187 0.142 -0.168
H 1.9864 2.9691 2.0461 -0.139 0.142 0.072
H 1.7483 4.4302 3.0387 -0.067 -0.295 -0.114
C -0.7007 5.1636 2.3022 0.155 0.203 0.035
H -1.2764 4.6448 3.0803 0.121 0.127 -0.178
H -0.0626 5.9110 2.8012 -0.220 -0.175 -0.067
H -1.3943 5.7085 1.6491 0.321 -0.234 0.324
C -3.1106 2.3017 -0.6948 -0.032 -0.080 0.111
H -3.7710 2.3518 0.1823 0.225 -0.103 -0.210
H -3.7316 2.5440 -1.5695 0.193 0.019 0.125
H -2.7491 1.2733 -0.8153 -0.076 0.140 0.095
C -1.1833 3.3201 -1.9334 -0.010 0.121 -0.123
H -0.8225 2.3184 -2.1886 -0.071 0.218 0.053
H -1.8586 3.6434 -2.7376 0.170 0.004 0.096
H -0.3227 4.0042 -1.9079 -0.249 -0.123 -0.030
C -2.5292 4.7005 -0.3019 -0.212 0.112 -0.336
H -3.0423 4.7298 0.6691 0.159 -0.001 -0.233
H -1.7634 5.4898 -0.3406 -0.324 -0.302 0.023
H -3.2829 4.9436 -1.0698 0.199 -0.066 0.189
Pb 0.8675 0.5120 0.1375 -0.711 -1.495 -0.114
C 2.2579 -0.0080 2.5387 1.318 1.495 2.806
O 2.7716 0.3222 3.5121 -1.299 -1.085 -2.479
N -0.6494 -0.0215 -2.0970 -1.770 -0.714 -2.381
C -1.4247 -0.5047 -2.8390 1.036 -0.899 3.450
C -2.5422 -1.4888 -3.2570 0.798 0.565 -0.017
C -2.6108 -2.7638 -2.3844 0.711 -0.351 0.587
C -3.8411 -0.7679 -2.8796 -0.303 0.763 0.252
C -2.2098 -1.8736 -4.7108 -0.097 -0.173 -0.140
H -1.7257 -3.4022 -2.4161 -0.308 0.261 -0.366
H -2.7725 -2.5616 -1.3111 0.006 0.213 -0.573
H -3.4409 -3.3826 -2.7365 -0.062 0.271 -0.135
H -3.8609 0.3024 -3.0878 0.037 -0.054 -0.460
H -4.7361 -1.2323 -3.2881 0.128 -0.136 -0.220
H -3.9240 -0.8243 -1.7846 -0.048 -0.019 -0.259
H -3.0614 -2.3524 -5.1763 -0.282 0.009 -0.165
H -1.8506 -1.0591 -5.3444 -0.376 0.157 0.183
H -1.4048 -2.6163 -4.7304 -0.069 0.083 0.252
Cl 7.0524 0.3859 0.5219 0.358 -0.164 0.216
C 5.7477 1.0062 -0.3862 -0.810 0.057 -0.093
C 5.9745 1.7936 -1.5125 -0.860 0.191 -0.206
C 4.8638 2.2785 -2.2228 -0.281 -0.713 0.957
C 3.5782 1.9428 -1.7631 0.910 -0.054 0.171
N 3.3807 1.1952 -0.6681 0.876 -0.044 0.115
C 4.4374 0.7155 0.0213 0.127 0.833 -1.201
H 6.9868 2.0232 -1.8179 -0.034 -0.014 -0.006
H 4.9646 2.8916 -3.0992 0.160 0.106 -0.176
H 2.6934 2.2862 -2.2996 0.121 -0.070 0.164
H 4.2497 0.0927 0.8892 0.020 0.061 -0.086
```
Positions in Å, forces in eV/Å.

Its HOMO-LUMO gap is 5.32 eV. The value obtained for the relative energy (zero: lowest compared OMol25 entry of this formula, charge and spin) is 199.3 kJ/mol. Its HOMO energy is -8.2593 eV. The max |F| comes out at 3.71 eV/Å. As for the total charge: +1.

The computed Mulliken charges, all in e, follow: number 1, C, carries -0.18; number 2, C, carries -0.51; number 3, C, carries -0.80; number 4, C, carries -0.68; number 5, C, carries -1.19; number 6, H, carries 0.56; number 7, H, carries 0.46; number 8, H, carries 0.45; number 9, N, carries 0.92; number 10, P, carries -0.01; number 11, P, carries 0.39; number 12, C, carries -1.50; number 13, H, carries 0.66; number 14, H, carries 0.80; number 15, C, carries -1.10; number 16, H, carries 0.86; number 17, C, carries 2.29; number 18, C, carries 1.35; number 19, C, carries 2.15; number 20, C, carries 1.86; number 21, C, carries -1.72; number 22, H, carries 0.27; number 23, H, carries 0.56; number 24, H, carries 0.13; number 25, C, carries -2.00; number 26, H, carries 0.32; number 27, H, carries 0.31; number 28, H, carries 0.57; number 29, C, carries -1.61; number 30, H, carries 0.52; number 31, H, carries 0.30; number 32, H, carries -0.31; number 33, C, carries -1.46; number 34, H, carries 0.12; number 35, H, carries 0.51; number 36, H, carries 0.29; number 37, C, carries -1.38; number 38, H, carries 0.10; number 39, H, carries 0.24; number 40, H, carries 0.58; number 41, C, carries -1.40; number 42, H, carries 0.29; number 43, H, carries 0.21; number 44, H, carries 0.49; number 45, C, carries -1.62; number 46, H, carries 0.52; number 47, H, carries 0.14; number 48, H, carries 0.26; number 49, C, carries -1.59; number 50, H, carries 0.28; number 51, H, carries 0.15; number 52, H, carries 0.61; number 53, C, carries -1.68; number 54, H, carries 0.28; number 55, H, carries 0.53; number 56, H, carries 0.33; number 57, C, carries -1.71; number 58, H, carries 0.29; number 59, H, carries 0.63; number 60, H, carries 0.09; number 61, C, carries -1.42; number 62, H, carries 0.00; number 63, H, carries 0.55; number 64, H, carries 0.24; number 65, C, carries -1.97; number 66, H, carries 0.33; number 67, H, carries 0.37; number 68, H, carries 0.52; number 69, Pb, carries 2.30; number 70, C, carries -0.01; number 71, O, carries -0.25; number 72, N, carries -0.15; number 73, C, carries -0.71; number 74, C, carries 2.35; number 75, C, carries -1.29; number 76, C, carries -1.63; number 77, C, carries -1.76; number 78, H, carries 0.52; number 79, H, carries -0.01; number 80, H, carries 0.53; number 81, H, carries 0.39; number 82, H, carries 0.43; number 83, H, carries 0.34; number 84, H, carries 0.42; number 85, H, carries 0.40; number 86, H, carries 0.36; number 87, Cl, carries -0.20; number 88, C, carries -0.06; number 89, C, carries -0.29; number 90, C, carries -0.77; number 91, C, carries -0.22; number 92, N, carries 0.14; number 93, C, carries -0.51; number 94, H, carries 0.45; number 95, H, carries 0.43; number 96, H, carries 0.47; number 97, H, carries 0.47

***

Entry 2:
Molecular formula: C4H13NO2
Method: DFT, wB97M-V/def2-TZVPD

The geometry in XYZ format:
```
20
Properties=species:S:1:pos:R:3:forces:R:3
C 0.8886 0.7480 -0.8790 2.384 -1.067 1.111
N 0.4326 1.5759 0.1969 0.465 -0.194 2.494
C 1.4903 1.7255 1.2732 -0.200 0.830 -2.111
C 2.0796 0.3343 1.2820 0.860 1.719 0.244
C 2.1991 0.1210 -0.1858 1.205 -2.069 -3.570
H 1.1099 1.2045 -1.8710 -0.289 -0.200 0.755
H 0.2860 -0.1383 -0.9129 -0.932 -0.141 -0.923
H 0.0199 2.4383 0.0238 -0.862 1.482 -0.868
H 1.1014 2.0816 2.2037 -0.626 0.008 0.550
H 2.2428 2.5092 0.9455 -0.399 -0.890 0.329
H 3.0950 0.4595 1.6562 -0.075 -0.724 0.660
H 1.4304 -0.3233 1.8503 0.251 -0.342 -0.127
H 2.2849 -1.0097 -0.5086 -0.120 2.110 0.699
H 3.1715 0.6065 -0.6022 -1.663 -0.628 0.826
H -0.3545 -2.1420 1.9374 -0.894 1.431 -1.366
H -0.8668 -0.7106 1.2512 0.424 -1.764 0.293
O -0.8031 -1.7057 1.1521 0.472 0.440 0.996
H -4.9005 -1.0971 -2.4382 -0.157 -0.774 -0.058
H -4.2641 -2.4535 -2.8554 -1.340 0.647 0.548
O -5.1130 -2.0480 -2.5272 1.496 0.125 -0.483
```
Positions in Å, forces in eV/Å.

Its HOMO-LUMO gap is 9.40 eV. The value obtained for the relative energy (zero: lowest compared OMol25 entry of this formula, charge and spin) is 146.5 kJ/mol. Its HOMO energy is -8.6431 eV. As for the SMILES: C1CCNC1.O.O. The max |F| comes out at 4.30 eV/Å.

The computed natural (NBO) charges, all in e, follow: number 1, C, carries -0.24; number 2, N, carries -0.66; number 3, C, carries -0.21; number 4, C, carries -0.44; number 5, C, carries -0.40; number 6, H, carries 0.19; number 7, H, carries 0.19; number 8, H, carries 0.37; number 9, H, carries 0.20; number 10, H, carries 0.16; number 11, H, carries 0.22; number 12, H, carries 0.21; number 13, H, carries 0.21; number 14, H, carries 0.20; number 15, H, carries 0.48; number 16, H, carries 0.49; number 17, O, carries -0.97; number 18, H, carries 0.47; number 19, H, carries 0.47; number 20, O, carries -0.94

***

Entry 3:
Molecular formula: C12H13BrN4O2S
Method: DFT, wB97M-V/def2-TZVPD

The geometry in XYZ format:
```
33
Properties=species:S:1:pos:R:3:forces:R:3
C 3.0703 0.6445 -0.7532 -5.422 -4.085 -7.333
H 3.0160 1.0231 -1.8111 0.905 0.447 1.196
H 3.7911 0.8713 -0.1657 5.237 1.476 3.333
H 2.1505 0.9591 -0.3438 -1.122 0.032 0.748
C 2.9909 -1.0300 -1.0775 -1.543 5.099 8.421
C 3.0094 -1.5046 0.4535 -0.709 -1.693 2.555
N 4.0135 -2.0412 1.1005 -3.215 -1.166 0.916
N 3.2979 -2.6435 2.3062 3.784 -0.319 -0.170
C 2.0547 -2.2039 2.4670 1.179 -2.359 4.708
S 1.0793 -2.3024 3.7635 -0.940 -0.900 2.038
N 1.7905 -1.5365 1.4686 0.710 4.448 -10.833
N 0.7423 -0.9900 0.8354 -0.158 1.261 -3.408
C -0.4037 -0.7099 1.2250 1.012 -2.881 10.229
C -1.5262 0.0208 0.9273 1.122 0.664 -7.873
C -2.7107 0.0589 1.4800 -1.728 1.333 5.388
C -3.6320 0.9332 1.0027 -3.935 1.074 -3.042
C -3.6358 1.4937 -0.4334 -0.685 -2.269 6.927
C -2.3806 1.2932 -1.0354 -5.021 0.386 0.118
C -1.5330 0.4912 -0.3970 6.969 0.546 -1.420
H -0.4095 0.4798 -0.8889 -2.951 -0.428 0.981
O -2.4564 1.6912 -2.3117 1.458 1.491 0.239
C -1.1768 1.7312 -2.9032 -7.506 -6.580 -8.107
H -0.4621 2.1695 -2.4576 5.271 2.614 3.874
H -1.4452 2.2945 -3.8733 1.097 -1.087 1.199
H -1.1809 0.3632 -3.2200 1.493 4.297 0.703
O -4.7884 2.0464 -0.8325 3.276 1.581 -5.603
H -4.4304 2.4012 -1.8980 -1.973 -1.291 4.354
Br -5.4510 0.9923 2.0499 2.266 0.117 -1.372
H -2.6641 -0.1602 2.5638 -0.961 -0.562 -0.549
H -0.5399 -0.9788 2.4371 0.188 0.195 -2.715
H 3.8005 -3.1135 3.1017 -0.454 1.088 -1.520
H 2.1355 -1.3840 -1.4952 -2.192 -0.765 -1.589
H 3.8843 -1.3602 -1.2846 4.550 -1.767 -2.393
```
Positions in Å, forces in eV/Å.

Its HOMO-LUMO gap is 7.72 eV. The value obtained for the relative energy (zero: lowest compared OMol25 entry of this formula, charge and spin) is 1103.1 kJ/mol. Its HOMO energy is -7.9614 eV. The max |F| comes out at 12.86 eV/Å.

The computed natural (NBO) charges, all in e, follow: number 1, C, carries -0.56; number 2, H, carries 0.21; number 3, H, carries 0.20; number 4, H, carries 0.21; number 5, C, carries -0.39; number 6, C, carries 0.41; number 7, N, carries -0.27; number 8, N, carries -0.43; number 9, C, carries 0.21; number 10, S, carries -0.26; number 11, N, carries -0.23; number 12, N, carries -0.30; number 13, C, carries 0.14; number 14, C, carries -0.16; number 15, C, carries -0.24; number 16, C, carries -0.02; number 17, C, carries 0.31; number 18, C, carries 0.17; number 19, C, carries -0.20; number 20, H, carries 0.22; number 21, O, carries -0.51; number 22, C, carries -0.21; number 23, H, carries 0.16; number 24, H, carries 0.20; number 25, H, carries 0.17; number 26, O, carries -0.61; number 27, H, carries 0.50; number 28, Br, carries -0.02; number 29, H, carries 0.25; number 30, H, carries 0.16; number 31, H, carries 0.43; number 32, H, carries 0.24; number 33, H, carries 0.22

***

Entry 4:
Molecular formula: C4H11N3
Method: DFT, wB97M-V/def2-TZVPD

The geometry in XYZ format:
```
18
Properties=species:S:1:pos:R:3:forces:R:3
C 0.3246 -1.7347 -0.3326 -0.484 -1.540 -0.627
C 0.5891 -0.4032 -0.9964 0.577 0.579 0.870
C -0.2683 0.7611 -0.4697 0.761 -0.892 -0.398
N -0.3999 3.2384 1.1858 0.353 -0.587 0.026
C -0.1453 2.0623 1.6424 1.064 0.716 0.134
N 0.0127 0.9287 0.9471 -0.372 -0.033 -0.014
N -1.0207 -2.2160 -0.7149 -0.262 0.058 0.151
H 0.3924 -1.8237 0.7556 0.069 0.586 -0.048
H 1.0311 -2.4780 -0.7133 0.527 0.236 0.136
H 1.6336 -0.0945 -0.8624 0.020 -0.264 0.072
H 0.4812 -0.5541 -2.0628 -0.335 0.174 -0.304
H -1.3113 0.4944 -0.6314 -0.136 0.445 0.021
H 0.0548 1.6497 -1.0020 -0.499 0.235 0.021
H 0.4397 3.7364 0.8963 -0.638 0.284 -0.162
H 0.0861 1.8868 2.7169 -0.325 -0.222 -0.021
H 0.3987 0.1414 1.4444 -0.368 -0.086 0.092
H -1.3036 -3.0056 -0.1468 0.038 0.117 0.171
H -0.9950 -2.5894 -1.6561 0.010 0.195 -0.121
```
Positions in Å, forces in eV/Å.

Its HOMO-LUMO gap is 8.38 eV. The value obtained for the relative energy (zero: lowest compared OMol25 entry of this formula, charge and spin) is 264.0 kJ/mol. Its HOMO energy is -7.6077 eV. As for the SMILES: [H]/N=C\NCCCN. The max |F| comes out at 1.73 eV/Å.

The computed natural (NBO) charges, all in e, follow: number 1, C, carries -0.23; number 2, C, carries -0.41; number 3, C, carries -0.23; number 4, N, carries -0.95; number 5, C, carries 0.42; number 6, N, carries -0.57; number 7, N, carries -0.84; number 8, H, carries 0.18; number 9, H, carries 0.18; number 10, H, carries 0.21; number 11, H, carries 0.21; number 12, H, carries 0.22; number 13, H, carries 0.22; number 14, H, carries 0.39; number 15, H, carries 0.11; number 16, H, carries 0.39; number 17, H, carries 0.36; number 18, H, carries 0.35